The following is a DFT calculation (the ωB97M-V functional and the def2-TZVPD basis) of the molecule C3H8N4O.

The geometry in XYZ format:
```
16
Properties=species:S:1:pos:R:3:forces:R:3
C 0.315769 -0.753451 -0.080360 -1.6122 -0.1490 0.1250
C -1.993816 -0.830035 -0.148353 -0.1860 0.9147 -1.7883
C -1.582328 0.619115 0.105658 0.3701 0.3607 0.8912
H 3.230032 -0.794045 -0.693725 -0.1683 0.2446 0.1754
H 2.995910 -0.516326 0.876524 -0.3394 0.2621 -0.9102
H -2.206075 -0.918426 -1.255829 0.3597 -0.1019 0.9357
H -2.911123 -1.199162 0.336665 0.9001 -0.0159 0.4249
H -1.581030 0.872961 1.214576 -0.1900 -0.2583 -1.0624
H -2.114585 1.424800 -0.445692 0.2498 -0.7880 0.3100
H 0.885032 1.472679 0.945890 0.7008 0.3307 0.5569
H 1.332792 1.640953 -0.578294 3.2623 0.1194 -2.0286
N 2.554912 -0.361787 -0.056056 0.6120 -0.8854 0.4205
N 1.454244 -1.328589 -0.045159 -0.4598 0.9773 0.2979
N -0.187594 0.540871 -0.353958 0.3360 -0.3135 0.1178
N 0.596182 1.665879 0.007435 -3.7421 -0.1069 1.6629
O -0.788323 -1.535437 0.170680 -0.0930 -0.5906 -0.1288
```
Positions in Å, forces in eV/Å.

## Properties
Total charge: 0
Energy above the lowest of the compared OMol25 structures with the same formula, charge and spin in eV: 3.650
Frontier orbital gap in eV: 9.802
LUMO in eV: 1.0



The following is a DFT calculation (the ωB97M-V functional and the def2-TZVPD basis) of the molecule C3H8N4O.

The geometry in XYZ format:
```
16
Properties=species:S:1:pos:R:3:forces:R:3
C 1.838648 0.072999 -0.073144 -2.4357 -0.5035 0.8050
C 0.711641 -0.961949 0.339808 -0.8434 -0.0532 0.3878
C -2.250579 0.188624 0.117793 -0.8492 1.3489 0.6896
H 1.894006 1.892177 -0.689245 0.7160 1.9808 -0.3013
H 0.168622 1.220261 -0.426261 2.5806 0.6688 -0.4284
H 3.254450 -1.021153 0.490657 -0.0068 1.7885 -0.4675
H 1.080246 -2.034130 0.409061 -0.4111 1.2655 -0.3881
H 0.184562 -0.723544 1.367755 1.2991 -0.1348 -2.0281
H -2.138463 -1.448942 -1.067606 1.0409 0.8623 2.7189
H -3.384696 0.155726 0.312575 1.6349 -0.4116 -0.7160
H -2.158916 2.064894 0.278996 -0.3290 0.3333 0.8365
N 1.250708 1.174034 -0.592725 -2.6908 -1.7975 0.5462
N 3.079508 -0.023442 0.149588 0.8478 -2.4543 0.5968
N -1.615085 -0.997058 -0.200212 -2.1235 -2.0018 -2.6298
N -1.569848 1.251279 0.308050 -0.1550 -0.5730 -1.0383
O -0.344801 -0.809771 -0.725093 1.7252 -0.3184 1.4167
```
Positions in Å, forces in eV/Å.

## Properties
Total charge: 0
Energy above the lowest of the compared OMol25 structures with the same formula, charge and spin in eV: 4.054
Frontier orbital gap in eV: 9.183
LUMO in eV: 0.6



no.,molar mass (g mol⁻¹)
1,116.12
2,116.12